(1)
A single C12H21N3OS molecule at a distorted geometry. Source: the OMol25 dataset; level of theory: ωB97M-V/def2-TZVPD.

Properties
energy above the lowest of the compared OMol25 structures with the same formula, charge and spin = 0.0 kcal/mol
HOMO level = -8.03 eV
orbital gap = 8.788 eV

Geometry as ORCA input:
```
! wB97M-V def2-TZVPD RIJCOSX def2/J DEFGRID3
* xyz 0 1
C -2.7072 2.8300 -0.3303
C -1.6937 2.6531 0.4949
C -0.3267 2.2063 0.0662
N 0.2292 1.2265 0.9662
C 0.1722 -0.1439 0.9702
C -0.4971 -1.0443 -0.0105
C -2.0066 -0.7673 -0.0976
C -2.6799 -0.8225 1.2680
C 0.1281 -1.0110 -1.4113
C 1.6263 -1.3505 -1.5324
C 2.5309 -0.1745 -1.1476
C 2.0021 -2.5869 -0.7098
O 1.7841 -1.6262 -2.9205
N 0.8025 -0.6274 1.9963
N 1.2834 0.4383 2.6792
C 0.9510 1.6057 2.0782
S 1.3403 3.1295 2.5437
H -3.6639 3.1808 0.0144
H -2.6200 2.6460 -1.3894
H -1.7902 2.8582 1.5521
H -0.3365 1.8160 -0.9514
H 0.3489 3.0721 0.1160
H -0.3676 -2.0480 0.4047
H -2.1876 0.2075 -0.5499
H -2.4495 -1.5230 -0.7488
H -2.4859 -1.7765 1.7526
H -3.7547 -0.6993 1.1623
H -2.3114 -0.0304 1.9157
H -0.3971 -1.7477 -2.0227
H -0.0334 -0.0412 -1.8836
H 3.5689 -0.4200 -1.3684
H 2.2637 0.7130 -1.7170
H 2.4602 0.0456 -0.0881
H 3.0327 -2.8695 -0.9193
H 1.3580 -3.4218 -0.9749
H 1.9105 -2.3830 0.3529
H 2.7082 -1.8399 -3.0905
H 1.8073 0.3263 3.5304
*
```

Here are the Mulliken charges for atoms 1 to 4, given in e: number 1, C, carries -0.92; number 2, C, carries 0.01; number 3, C, carries -0.88; number 4, N, carries 0.47

---

(2)
A molecular structure, C12H21N3OS2 at a distorted geometry. Source: the OMol25 dataset; level of theory: ωB97M-V/def2-TZVPD.

Properties
energy above the lowest of the compared OMol25 structures with the same formula, charge and spin = 223.8 kcal/mol
HOMO level = -7.82 eV
orbital gap = 7.770 eV

Geometry as ORCA input:
```
! wB97M-V def2-TZVPD RIJCOSX def2/J DEFGRID3
* xyz 0 1
C -4.9359 -2.2230 -0.0586
C -5.5440 -0.9935 -0.6773
C -4.8733 0.4204 -0.2856
C -3.5716 0.4914 -0.8718
C -2.4720 0.0327 -0.0157
C -2.3645 1.2123 1.2331
H -1.6445 0.8917 2.0803
H -3.2660 1.5563 1.5645
S -1.8272 2.9159 0.3572
C -0.0691 2.4969 0.1152
N 0.5823 3.6120 -0.4732
S 2.0667 2.9314 -0.7476
C 1.7181 1.1937 0.0540
N 0.4681 1.4538 0.5555
N 2.5736 0.3467 0.2648
C 3.8129 0.4658 0.0978
O 4.2708 1.3438 -0.5472
C 4.7306 -0.7347 0.3695
C 6.2869 -0.3794 -0.3171
C 7.0476 -1.6242 0.2010
H 8.0299 -1.5181 -0.4033
H 6.5615 -2.4931 -0.1910
H 7.1473 -1.6878 1.2171
H 6.0691 -0.3026 -1.1608
H 6.5977 0.5988 -0.0729
H 4.8795 -0.7873 1.3642
H 4.3297 -1.7658 -0.1428
H 2.2896 -0.2985 0.8431
H -2.7782 -0.7636 0.7699
H -1.5247 0.0550 -0.3375
H -3.4950 1.6697 -1.2211
H -3.5504 -0.1323 -1.8557
H -4.9587 0.4143 0.8517
H -5.6966 1.0205 -0.6121
H -5.7754 -1.0997 -1.7606
H -6.6842 -0.7800 -0.2663
H -5.5144 -3.1129 -0.5852
H -3.9880 -2.2869 -0.2942
H -4.9285 -2.1400 0.9581
*
```

Here are the Mulliken charges for atoms 1 to 4, given in e: number 1, C, carries -1.38; number 2, C, carries -0.50; number 3, C, carries -0.55; number 4, C, carries -0.13

---

(3)
A molecular structure, C12H22AlBO6 at a distorted geometry. Source: the OMol25 dataset; level of theory: ωB97M-V/def2-TZVPD.

Properties
HOMO level = -15.96 eV
orbital gap = 2.856 eV

Geometry as ORCA input:
```
! wB97M-V def2-TZVPD RIJCOSX def2/J DEFGRID3
* xyz 2 1
Al 1.0214 0.2003 -0.6633
B -0.3178 1.0767 -3.2865
H -0.7260 1.5982 -4.1383
H -1.1369 1.0330 -2.5854
H 0.0335 0.0892 -3.5426
H 0.5003 1.6645 -2.8999
O -0.8767 -0.9086 1.2954
C -1.6659 -0.7405 2.2352
O -2.9879 -0.4242 2.0058
C -3.6147 -0.1288 3.2428
C -2.8376 -0.9903 4.1564
C -1.3458 -0.9035 3.7518
H -4.6816 -0.3279 3.1422
H -3.5615 0.9078 3.5754
H -3.1097 -2.0423 4.0699
H -3.0622 -0.7106 5.1857
H -0.6746 -1.7078 4.0530
H -0.8552 0.0070 4.0961
O 1.2441 3.1035 -0.7280
C 1.5653 4.1986 -1.2079
O 2.4581 4.9734 -0.7099
C 2.8594 6.0333 -1.5518
C 2.0889 5.8371 -2.8382
C 1.0370 4.7939 -2.4838
H 3.9154 6.1466 -1.7972
H 2.7967 6.9891 -1.0316
H 2.7614 5.4885 -3.6220
H 1.5885 6.7285 -3.2165
H 0.9833 4.0359 -3.2652
H 0.0890 5.2923 -2.2811
O 0.8109 -2.6560 -0.7164
C 0.7383 -3.7782 -0.2966
O 1.9837 -4.4851 0.0222
C 1.6063 -5.7211 0.4275
C 0.1925 -5.9809 0.0494
C -0.4986 -4.5741 0.0845
H 1.6505 -5.8081 1.5131
H 2.2929 -6.3629 -0.1245
H -0.2923 -6.7635 0.6330
H 0.1811 -6.3717 -0.9681
H -0.8618 -4.3021 1.0755
H -1.2918 -4.5089 -0.6603
*
```

Here are the Mulliken charges for atoms 1 to 4, given in e: number 1, Al, carries 1.38; number 2, B, carries 0.18; number 3, H, carries 0.18; number 4, H, carries 0.00

---

(4)
A molecular structure, C12H22BBrF3INNbO7PS2 at a distorted geometry. Source: the OMol25 dataset; level of theory: ωB97M-V/def2-TZVPD.

Properties
HOMO level = -5.06 eV
orbital gap = 6.246 eV

Geometry as ORCA input:
```
! wB97M-V def2-TZVPD RIJCOSX def2/J DEFGRID3
* xyz -1 1
C 2.5595 -2.7960 1.7238
C 3.8181 -2.0390 1.3019
C 3.9965 -2.0138 -0.2117
I 6.1348 -1.6459 -0.5754
Nb 2.8047 -0.5104 -1.4750
Br 4.9399 0.8653 -2.1725
C 1.4572 0.7911 -2.8011
O 0.1539 1.1402 -2.2573
C -0.8507 1.1577 -3.1169
C -2.1911 0.9902 -2.4741
O -0.7327 1.3122 -4.3073
N 3.0814 -1.8044 -3.1482
C 3.8841 -1.4162 -3.9559
S 4.5020 -0.9359 -5.3349
B 0.7730 -1.5180 -0.9045
C 0.5903 -2.9926 -1.4424
O -0.2198 -0.9353 -0.1447
P 2.5291 1.2261 0.4684
O 1.7132 2.5786 0.0629
O 1.6470 0.6355 1.6893
S 4.2590 1.8107 1.1772
H 1.7063 -2.1155 1.6768
H 2.6371 -3.1107 2.7608
H 2.3289 -3.6272 1.0612
H 4.6686 -2.5660 1.7420
H 3.8262 -1.0548 1.7615
H 3.8230 -3.0078 -0.6186
H 2.0269 1.7062 -2.9656
H 1.3450 0.3252 -3.7773
H -2.7799 1.8523 -2.7773
H -2.0991 1.0075 -1.3933
H -2.6649 0.0743 -2.8064
H 0.5338 -2.9682 -2.5301
H 1.4894 -3.5650 -1.2142
H -0.2867 -3.4741 -1.0109
H -0.3838 -1.4500 0.6539
H 2.2468 3.0077 -0.6192
H 1.3309 1.3719 2.2310
C -3.4920 3.4525 2.4438
C -4.9453 3.0546 2.3327
O -5.0753 1.6563 1.9943
C -4.9888 0.8141 3.0076
O -4.8259 1.0799 4.1614
C -5.1856 -0.6324 2.5086
F -4.4951 -0.8834 1.3970
F -6.4868 -0.8478 2.2519
F -4.8057 -1.4992 3.4430
H -2.9635 3.1994 1.5248
H -3.3995 4.5224 2.6243
H -3.0060 2.9227 3.2623
H -5.4334 3.5923 1.5232
H -5.4950 3.2627 3.2493
*
```

Here are the Mulliken charges for atoms 1 to 4, given in e: number 1, C, carries -1.01; number 2, C, carries -0.19; number 3, C, carries -0.81; number 4, I, carries -0.02

---

(5)
A molecular structure, C12H22ClN2O3RuV at a distorted geometry. Source: the OMol25 dataset; level of theory: ωB97M-V/def2-TZVPD.

Properties
expectation value of S² = 12.032
energy above the lowest of the compared OMol25 structures with the same formula, charge and spin = 27.9 kcal/mol
HOMO level (spin up / spin down) = -8.38 / -9.43 eV
orbital gap (spin up / spin down) = 7.959 / 5.752 eV

Geometry as ORCA input:
```
! wB97M-V def2-TZVPD RIJCOSX def2/J DEFGRID3
* xyz 0 7
V 0.6678 -0.3190 -1.8411
Cl 2.0597 -2.1167 -2.1883
C 1.9535 1.0560 -2.4913
C -0.6277 -0.7287 -3.3144
H 1.6854 1.2434 -3.5437
H 1.9601 1.9987 -1.9361
H 2.9383 0.5680 -2.4528
H -0.4002 -0.0430 -4.1451
H -1.6735 -0.6297 -3.0010
H -0.3889 -1.7614 -3.6227
Ru 0.1791 0.1909 0.2419
C -1.5260 -0.8731 0.1115
C -0.4274 1.3466 -1.2592
H -2.2565 -0.5155 -0.6286
H -1.2834 -1.9299 -0.0922
H -1.9882 -0.8237 1.1178
H -1.4973 1.3491 -1.5006
H 0.0701 2.2898 -1.5116
C -0.8119 -0.2848 4.9390
C 0.5179 0.4309 5.1342
C 1.6210 -0.0933 4.1936
C 2.9706 0.6262 4.4166
C 2.9073 2.1462 4.4133
C 1.8575 -1.6046 4.4688
O 2.2390 -2.0224 5.5574
N 1.6188 -2.5030 3.4481
C 1.1073 -2.2349 2.1712
O 0.7164 -3.1119 1.4276
N 1.1055 -0.8937 1.8795
C 1.1952 0.1106 2.7447
O 0.8834 1.2392 2.2406
H -1.2650 -0.0189 3.9725
H -1.4975 0.0247 5.7405
H -0.6880 -1.3772 4.9919
H 0.4126 1.5101 4.9635
H 0.8730 0.3161 6.1705
H 3.3896 0.2862 5.3787
H 3.6589 0.2752 3.6299
H 2.3973 2.5301 5.3039
H 3.9336 2.5231 4.4286
H 2.4060 2.5215 3.5142
H 1.7502 -3.4885 3.6460
*
```

Here are the Mulliken charges for atoms 1 to 4, given in e: number 1, V, carries 0.49; number 2, Cl, carries -0.52; number 3, C, carries -1.05; number 4, C, carries -0.73

---

(6)
5 unconnected molecules or ions with the total composition C12H22IN2O19S4 at a distorted geometry. Source: the OMol25 dataset; level of theory: ωB97M-V/def2-TZVPD.

Properties
HOMO level = -4.77 eV
orbital gap = 6.091 eV

Geometry as ORCA input:
```
! wB97M-V def2-TZVPD RIJCOSX def2/J DEFGRID3
* xyz -1 1
N 0.7904 4.3731 1.5245
N 1.6241 3.6287 0.6567
C 2.4649 2.6698 1.4460
C 1.8814 1.1424 1.4429
C 1.3422 0.8956 2.9359
O 0.1588 1.1110 3.2896
I 2.8661 0.1868 4.3709
C 3.9706 2.7364 0.9009
O 4.6458 3.7933 1.0934
O 4.5808 1.6832 0.2124
H 1.3447 5.0841 2.0295
H 0.3063 3.7575 2.1947
H 1.0104 3.0540 0.0624
H 2.4901 3.0508 2.5317
H 2.7252 0.3829 1.2805
H 1.0958 0.9602 0.6330
C -1.7717 -1.0397 -2.2648
C -1.1805 -0.1493 -3.3459
O -1.3110 1.1804 -2.8413
S -1.1792 1.1488 -1.2251
O 0.1718 1.4830 -0.8774
O -2.3128 1.8180 -0.6654
O -1.3698 -0.4494 -1.0273
H -2.8646 -1.0370 -2.3045
H -1.4096 -2.0659 -2.3321
H -1.6987 -0.2522 -4.2991
H -0.1154 -0.3541 -3.4877
C -6.2815 -3.4063 -0.9571
C -6.4862 -2.1930 -1.8510
O -5.4640 -2.2885 -2.8434
S -5.1568 -3.8547 -3.1389
O -5.8909 -4.2436 -4.3051
O -3.7494 -4.0732 -2.9965
O -5.9097 -4.4668 -1.8392
H -5.4600 -3.2444 -0.2537
H -7.1843 -3.6690 -0.4052
H -6.4045 -1.2542 -1.3034
H -7.4546 -2.2348 -2.3580
C -1.7789 -2.8257 5.7077
C -0.6722 -2.0960 4.9626
O 0.5250 -2.4214 5.6691
S 0.3905 -3.9164 6.2816
O 1.0400 -4.8301 5.3897
O 0.6814 -3.8604 7.6821
O -1.2132 -4.0798 6.0915
H -2.0637 -2.2882 6.6166
H -2.6617 -2.9803 5.0866
H -0.8255 -1.0167 4.9414
H -0.5723 -2.4685 3.9390
C 5.1389 2.0985 -2.8329
C 4.8156 3.5439 -3.1659
O 5.1494 3.6882 -4.5518
S 4.8796 2.2805 -5.3094
O 3.5916 2.3464 -5.9381
O 6.0695 1.9140 -6.0194
O 4.7518 1.3477 -3.9924
H 6.2123 1.9591 -2.6798
H 4.5987 1.7484 -1.9512
H 5.3827 4.2472 -2.5571
H 3.7466 3.7457 -3.0529
*
```

Here are the Mulliken charges for atoms 1 to 4, given in e: number 1, N, carries -0.75; number 2, N, carries -0.26; number 3, C, carries 0.19; number 4, C, carries 0.61

---

Calculated values (hartree) of calculated total energy for the records, taken in order: -1107.5462; -1505.4230; -1188.2247; -5442.8878; -2304.5241; -3899.8735.